a.
A structure of composition C35H29BrN6O6S2Ta. Source: OMol25; level of theory: the ωB97M-V functional and the def2-TZVPD basis.

Computed properties:
Gap between HOMO and LUMO in eV: 7.123
Total charge: +1
LUMO energy in eV: -4.060
Spin multiplicity: 1

Positions of all 80 atoms, in Å:
1 Ta -0.72963 -0.67291 -1.23906
2 C -0.41761 -1.60472 4.51150
3 C -1.19939 -0.39533 5.02004
4 C -0.21816 0.58671 5.67808
5 C -2.21756 -0.88045 6.06676
6 C -1.92196 0.32802 3.88430
7 C -2.85289 1.33768 4.19181
8 C -3.52096 2.03778 3.21459
9 C -3.24733 1.73349 1.88551
10 S -3.89352 2.46564 0.45614
11 C -2.91001 1.44573 -0.50968
12 N -2.17003 0.59858 0.15735
13 C -2.33284 0.73942 1.54555
14 C -1.66875 0.03501 2.55455
15 C -2.84272 1.51470 -1.96190
16 C -3.70490 2.31441 -2.70220
17 C -3.62325 2.31277 -4.08273
18 C -2.67920 1.51105 -4.71226
19 C -1.82130 0.71978 -3.96164
20 C -1.86932 0.71023 -2.56404
21 H 0.03970 -2.12532 5.35483
22 H 0.38775 -1.30929 3.83038
23 H -1.07976 -2.31088 3.99895
24 H 0.32841 0.08659 6.48400
25 H -0.74299 1.44471 6.10691
26 H 0.50954 0.96020 4.95054
27 H -1.72206 -1.53466 6.78754
28 H -3.02776 -1.44244 5.59555
29 H -2.65429 -0.05156 6.62608
30 H -3.05236 1.58080 5.22838
31 H -4.23289 2.81435 3.46996
32 H -0.98340 -0.75107 2.27859
33 H -4.44453 2.93095 -2.20205
34 H -4.30361 2.91615 -4.66956
35 H -2.61889 1.49113 -5.79489
36 H -1.10889 0.09024 -4.48126
37 Br 1.18242 -5.32711 4.57097
38 C 1.58141 -4.91117 2.77271
39 C 2.64181 -5.54218 2.14107
40 C 2.93662 -5.23275 0.81885
41 C 2.17581 -4.29969 0.13412
42 C 1.11754 -3.67592 0.78470
43 C 0.81207 -3.97824 2.10791
44 C 0.31725 -2.66388 0.08732
45 O -0.55950 -1.95703 0.66623
46 O 0.47458 -2.43837 -1.17858
47 H 3.23036 -6.27479 2.67814
48 H 3.76685 -5.72335 0.32749
49 H 2.40238 -4.04499 -0.89393
50 H -0.01927 -3.48931 2.59582
51 O 1.97724 -0.53844 1.23305
52 S 1.31831 0.68908 0.84596
53 N 0.45410 0.59755 -0.38856
54 C 2.59626 -1.23695 -4.42274
55 C 1.61564 -1.39925 -3.46940
56 N 0.93969 -0.35062 -2.96700
57 C 1.24234 0.88247 -3.40260
58 C 2.21277 1.13068 -4.35888
59 C 2.89180 0.03645 -4.88026
60 C 2.46326 2.50367 -4.87040
61 C 2.68740 3.62446 -4.18786
62 C 2.92192 3.75713 -2.73096
63 C 2.52566 4.89784 -2.04397
64 C 2.72641 4.91485 -0.67457
65 N 3.32583 3.91553 -0.02979
66 C 3.74170 2.90616 -0.79446
67 N 3.55229 2.76005 -2.09873
68 H 3.11225 -2.10529 -4.81055
69 H 1.33277 -2.37986 -3.12431
70 H 0.66193 1.69730 -2.98570
71 H 3.65945 0.18742 -5.63070
72 H 2.42268 2.58056 -5.95366
73 H 2.73518 4.55532 -4.74525
74 H 2.06433 5.73042 -2.56054
75 H 2.39755 5.75535 -0.06959
76 H 4.29891 2.11506 -0.29848
77 O -3.15783 -3.16528 -2.75318
78 N -2.38781 -2.37199 -2.33109
79 O -2.51746 -1.78846 -1.15888
80 O -1.32750 -1.96988 -2.94632

=====

b.
A structure of composition C35H29BrN6O6S2Ta. Source: OMol25; level of theory: the ωB97M-V functional and the def2-TZVPD basis.

Computed properties:
Gap between HOMO and LUMO in eV: 6.979
Total charge: +1
LUMO energy in eV: -4.367
Spin multiplicity: 1

Positions of all 80 atoms, in Å:
1 Ta -0.21531 -0.90269 -2.11622
2 C 6.48907 -2.11508 0.18059
3 C 5.13745 -2.21099 0.90933
4 C 4.38189 -3.42211 0.36140
5 C 5.37615 -2.41955 2.41153
6 C 4.36573 -0.90958 0.68457
7 C 4.92861 0.31193 1.09874
8 C 4.31069 1.51862 0.86556
9 C 3.09087 1.51254 0.19364
10 S 2.11546 2.85830 -0.29338
11 C 0.99386 1.78657 -1.01634
12 N 1.27530 0.51208 -0.89541
13 C 2.49566 0.32061 -0.21255
14 C 3.13982 -0.89429 0.04739
15 C -0.19211 2.20930 -1.74533
16 C -0.46632 3.53508 -2.05268
17 C -1.59316 3.83665 -2.79797
18 C -2.43426 2.81487 -3.22283
19 C -2.14333 1.49379 -2.91128
20 C -1.00905 1.16182 -2.16682
21 H 7.03171 -3.06004 0.27388
22 H 7.11794 -1.32583 0.59860
23 H 6.34279 -1.90509 -0.88252
24 H 4.97597 -4.32291 0.52723
25 H 4.20984 -3.33001 -0.71692
26 H 3.41792 -3.55712 0.86391
27 H 5.94355 -3.34011 2.57318
28 H 4.42661 -2.50252 2.94839
29 H 5.94477 -1.59561 2.84978
30 H 5.88041 0.31313 1.61682
31 H 4.76745 2.44934 1.18045
32 H 2.65044 -1.80282 -0.24737
33 H 0.20008 4.32613 -1.72328
34 H -1.81342 4.86565 -3.05412
35 H -3.31141 3.04543 -3.81603
36 H -2.81006 0.71315 -3.26614
37 Br -8.09372 -2.75544 -0.42353
38 C -6.46188 -1.81229 -0.51762
39 C -6.33815 -0.59185 0.13139
40 C -5.14067 0.10595 0.05153
41 C -4.07766 -0.41135 -0.67009
42 C -4.20913 -1.64782 -1.29792
43 C -5.40679 -2.35487 -1.22344
44 C -3.08636 -2.31483 -1.99805
45 O -3.11781 -3.40741 -2.45985
46 O -1.89113 -1.59359 -2.05114
47 H -7.17529 -0.19298 0.69038
48 H -5.03201 1.05131 0.57038
49 H -3.15083 0.14019 -0.73384
50 H -5.49363 -3.31680 -1.71237
51 O 0.33892 -2.98312 -3.44088
52 S 0.86388 -3.51067 -2.15519
53 N 0.78188 -2.45563 -1.10562
54 C -2.04284 -2.31841 2.02294
55 C -1.55805 -2.12323 0.75219
56 N -0.89294 -1.01774 0.39740
57 C -0.68112 -0.07601 1.31389
58 C -1.13123 -0.17772 2.62388
59 C -1.81897 -1.33471 2.97177
60 C -0.83498 0.82005 3.67464
61 C -0.80679 2.15179 3.64440
62 C -1.20199 3.10024 2.57854
63 C -0.73650 4.40719 2.63959
64 C -1.15782 5.28439 1.65751
65 N -2.00172 4.92075 0.69482
66 C -2.41106 3.65297 0.73451
67 N -2.05160 2.72064 1.61284
68 H -2.57214 -3.22972 2.27026
69 H -1.67609 -2.89240 -0.00091
70 H -0.11525 0.79153 0.99602
71 H -2.18270 -1.45465 3.98606
72 H -0.60506 0.36566 4.63494
73 H -0.49768 2.64335 4.56243
74 H -0.07333 4.72693 3.43443
75 H -0.81632 6.31457 1.63896
76 H -3.11659 3.35045 -0.03710
77 O 1.19272 -0.75603 -5.51123
78 N 0.68462 -0.64652 -4.45483
79 O -0.58873 -0.63593 -4.21918
80 O 1.36292 -0.50488 -3.32073

=====

Stability, descending: a, b

=====

a.
The molecule C3H2O2S. Source: OMol25; level of theory: the ωB97M-V functional and the def2-TZVPD basis.

Computed properties:
Gap between HOMO and LUMO in eV: 9.290
Total charge: 0
LUMO energy in eV: 0.572
SMILES: S=c1occo1
Spin multiplicity: 1

Positions of all 8 atoms, in Å:
1 C -1.19965 0.02865 -0.38507
2 C 0.90177 -0.55237 -0.27109
3 C 0.74912 0.57000 0.49813
4 H 1.79771 -1.25590 -0.13288
5 H 1.38473 1.35030 1.13445
6 O -0.30714 -0.94911 -0.76136
7 O -0.50765 0.87473 0.37638
8 S -2.81889 -0.06631 -0.45855

=====

b.
A cluster of 2 separate species, C3H2O2S in total. Source: OMol25; level of theory: the ωB97M-V functional and the def2-TZVPD basis.

Computed properties:
Gap between HOMO and LUMO in eV: 7.475
Total charge: 0
LUMO energy in eV: -1.089
Spin multiplicity: 1

Positions of all 8 atoms, in Å:
1 C 0.20234 0.16999 0.27582
2 C -1.33025 -0.89322 1.19354
3 C 1.09274 0.37980 -0.64428
4 O -1.53921 -0.26079 2.14337
5 O 1.21555 1.33488 -2.98735
6 S 1.92215 0.41889 -2.06763
7 H 0.10240 0.69824 1.20153
8 H -1.66572 -1.84779 0.88500

=====

Stability, descending: a, b

=====

a.
A cluster of 2 separate species, C8H15N2 in total. Source: OMol25; level of theory: the ωB97M-V functional and the def2-TZVPD basis.

Computed properties:
Gap between HOMO and LUMO (spin up / spin down) in eV: 6.296 / 6.200
Total charge: +1
LUMO energy (spin up / spin down) in eV: -5.817 / -5.898
Spin multiplicity: 1

Positions of all 25 atoms, in Å:
1 C -2.59226 -0.76417 0.04006
2 C -1.21302 0.94795 1.07655
3 C -0.11181 -0.60090 -0.58305
4 C -2.66065 1.13626 1.22749
5 C -1.14042 -0.16304 0.12764
6 C 2.70101 -0.27556 -0.34521
7 C -2.90721 -1.90794 -0.75725
8 C 2.90626 0.60610 0.87217
9 N -3.37182 0.00452 0.66736
10 N 3.50649 0.25201 -1.46616
11 H -0.68882 1.79419 0.75985
12 H -0.70736 0.51966 1.89940
13 H 0.89500 -0.19880 -0.45059
14 H -0.17164 -1.38100 -1.17882
15 H -2.77285 1.27325 2.29372
16 H -2.98110 2.11778 0.70799
17 H -2.64833 -1.88598 -1.80569
18 H -3.92647 -2.26478 -0.68223
19 H -2.25335 -2.69433 -0.42410
20 H 2.40026 1.51111 0.84501
21 H 3.98063 0.75099 0.74333
22 H 2.55029 0.03144 1.75366
23 H 4.33085 0.74474 -1.07089
24 H 3.07233 0.95036 -2.06627
25 H 3.80401 -0.50383 -2.18397

=====

b.
The ion C8H15N2 with charge +1. Source: OMol25; level of theory: the ωB97M-V functional and the def2-TZVPD basis.

Computed properties:
Gap between HOMO and LUMO (spin up / spin down) in eV: 7.759 / 7.757
Total charge: +1
LUMO energy (spin up / spin down) in eV: -4.640 / -4.640
SMILES: C=C=[N+]=CCN(CC)CC
Spin multiplicity: 1

Positions of all 25 atoms, in Å:
1 C -1.14287 1.20994 0.57671
2 C -3.35412 0.49431 -0.23141
3 C -4.57171 0.26456 -0.65550
4 C -0.19582 0.88247 1.64145
5 C 0.40379 -2.16291 0.06943
6 C 1.52765 0.69118 -1.53809
7 C 1.15446 -1.06265 0.90704
8 C 1.67648 1.10939 -0.07033
9 N -2.28802 0.75064 0.25488
10 N 0.76424 0.34884 0.70414
11 H -0.85526 2.09732 -0.18081
12 H -5.23828 -0.48770 -0.29489
13 H -4.90704 0.80423 -1.57574
14 H 0.24552 1.86200 2.05164
15 H -0.50183 0.29251 2.40027
16 H 0.30038 -1.77688 -0.92233
17 H 0.98431 -3.06749 -0.07592
18 H -0.51175 -2.42739 0.58869
19 H 0.54894 1.01327 -1.89482
20 H 2.19689 1.05111 -2.27461
21 H 1.66981 -0.37019 -1.68773
22 H 2.18822 -0.97015 0.53194
23 H 1.15794 -1.41054 1.97144
24 H 1.46785 2.14630 0.20736
25 H 2.74414 1.00554 0.44559

=====

Stability, descending: b, a